Computed, not measured: C5H8O2 in the gas phase, with the ωB97M-V functional and the def2-TZVPD basis.

Structure (ORCA input):
```
! wB97M-V def2-TZVPD RIJCOSX def2/J DEFGRID3
* xyz 0 1
C 1.51 -0.49 0.32
C 0.17 0.04 0.81
C 0.26 1.64 -1.65
O -0.67 0.74 -1.42
C -0.95 0.63 -0.03
C -1.07 -0.76 0.47
O -0.97 -1.79 -0.45
H 2.29 0.28 0.26
H 1.45 -0.99 -0.65
H 1.84 -1.25 1.05
H 0.22 0.49 1.79
H 0.18 2.36 -0.79
H -1.56 1.45 0.35
H -1.79 -0.95 1.26
H -0.92 -1.39 -1.33
*
```

Properties
HOMO level = -8.9 eV
F_max = 1.26 eV/A
Energy relative to the best compared isomer or geometry (same formula, charge and spin) = 482.4 kJ/mol
Energy = -9404.8329 eV
Orbital gap = 9.17 eV

Here are the Löwdin charges for atoms 1 to 4, given in e: atom 1 (C): -0.049, atom 2 (C): -0.211, atom 3 (C): 0.088, atom 4 (O): -0.133